[1]
94
Properties=species:S:1:pos:R:3 method="wB97M-V/def2-TZVPD" homo_energy_ev=-13.46 gap_ev=5.50 total_charge=+2 relative_energy_kj_mol=20.9 lumo_energy_ev=-8.0
Sn -0.29601 0.27670 -0.13196
C 2.62109 -1.25561 -1.63799
C 2.90134 -0.09255 -2.57182
C 2.53266 -0.44870 -4.01709
C 2.28410 1.22412 -2.17066
C 2.62572 2.41436 -2.80886
C 1.86542 3.38925 -2.20294
N 1.12735 2.82111 -1.25213
N 1.37707 1.47844 -1.19790
B 0.07460 3.51799 -0.36871
N -1.32709 3.08538 -0.84347
C -2.25020 3.83403 -1.44621
C -3.41526 3.10349 -1.55183
C -3.13757 1.86634 -0.97042
N -1.85601 1.86243 -0.54463
C -4.11984 0.74923 -0.73077
C -5.54466 1.29859 -0.65086
C -3.78441 -0.04881 0.52685
N 0.26683 3.08411 1.10054
C 0.53307 3.82246 2.18255
C 0.52446 2.99928 3.29491
C 0.21759 1.72696 2.80671
N 0.07775 1.79701 1.47730
C 0.00719 0.44338 3.55847
C -1.48752 0.15017 3.71582
C 0.70166 0.47528 4.91744
H 3.11066 -2.15398 -2.02466
H 2.99512 -1.03690 -0.64118
H 1.55326 -1.46695 -1.57255
H 3.98065 0.08627 -2.55432
H 1.46904 -0.65479 -4.10877
H 2.77915 0.36094 -4.70196
H 3.08337 -1.33616 -4.33393
H 3.34116 2.54076 -3.60321
H 1.80461 4.45207 -2.37262
H 0.19644 4.70225 -0.45997
H -2.02416 4.84839 -1.73337
H -4.35223 3.43882 -1.95890
H -4.07142 0.07329 -1.58468
H -5.64066 2.03826 0.14638
H -5.85483 1.76205 -1.58700
H -6.24002 0.48517 -0.44516
H -3.66389 0.61283 1.38656
H -4.58811 -0.75071 0.75141
H -2.87625 -0.64342 0.40624
H 0.70337 4.88270 2.08701
H 0.68509 3.29121 4.31835
H 0.44835 -0.36310 2.96276
H -1.98575 0.96053 4.25129
H -1.97923 0.03772 2.74882
H -1.63803 -0.77017 4.28273
H 0.22083 1.19309 5.58481
H 0.64195 -0.50224 5.39699
H 1.75472 0.75251 4.83077
N 3.23522 -3.60834 0.81157
C 2.83326 -4.80752 0.25219
C 3.76461 -5.72379 -0.21766
C 3.31053 -6.92334 -0.72659
C 1.94430 -7.24316 -0.77149
C 1.01620 -6.34526 -0.31892
C 1.46052 -5.10969 0.19195
S 0.32466 -3.97992 0.72422
N 1.11480 -2.78745 1.36960
C 2.43976 -2.67948 1.33235
C 3.09525 -1.47985 1.90897
C 4.21909 -1.60970 2.70964
C 4.82864 -0.44168 3.15797
C 4.30264 0.77141 2.76017
C 3.16253 0.78636 1.95639
N 2.54923 -0.31827 1.55454
H 4.23041 -3.41427 0.84047
H 4.82338 -5.50085 -0.17680
H 4.03006 -7.64309 -1.09480
H 1.63105 -8.19547 -1.17579
H -0.04495 -6.55663 -0.36589
H 4.59599 -2.58001 3.01150
H 5.69753 -0.48838 3.80032
H 4.75474 1.70420 3.06838
H 2.72903 1.72367 1.62720
F -1.71219 -5.82443 -2.03135
C -2.01438 -4.53271 -2.16037
F -2.68177 -4.14750 -1.08239
F -2.72736 -4.34597 -3.24282
S -0.38953 -3.59168 -2.28129
O -0.24932 -3.02388 -0.87881
O 0.61230 -4.55460 -2.60145
N -0.50242 -2.48978 -3.34176
S -1.38837 -1.16625 -3.10957
O -2.40232 -1.40757 -2.11943
O -0.59288 0.01731 -2.97141
C -2.27983 -1.06224 -4.72276
F -3.01364 -2.14761 -4.88693
F -1.41677 -0.93977 -5.71616
F -3.05825 0.00592 -4.65844

=====

[2]
75
Properties=species:S:1:pos:R:3 method="wB97M-V/def2-TZVPD" homo_energy_ev="-9.52 / -9.92" gap_ev="4.70 / 5.47" total_charge=+1 relative_energy_kj_mol=413.9 lumo_energy_ev="-4.8 / -4.4"
C -2.22290 -1.18203 5.80958
C -2.98894 -0.50011 4.82652
C -2.93651 -1.25742 3.62867
H -3.57854 0.40038 4.99513
C -2.12018 -2.40731 3.86423
C -1.69047 -2.35729 5.21765
H -1.12081 -3.12280 5.74401
H -2.09844 -0.88189 6.85171
H -3.46774 -1.04135 2.70528
H -1.95733 -3.23422 3.17491
In -0.16223 -0.79066 2.39783
Si -0.88268 -0.74235 -2.50334
C -0.55391 0.81224 -3.50905
C 0.65466 0.90067 -4.21286
H 1.39699 0.09812 -4.14173
C 0.90078 1.98419 -5.04794
H 1.84721 2.03286 -5.58414
C -0.07739 2.96428 -5.20444
H 0.09059 3.77838 -5.90788
C -1.26644 2.89545 -4.47211
H -2.02295 3.67147 -4.59189
C -1.49103 1.83151 -3.59631
H -2.39037 1.75630 -2.99299
C -0.32878 -2.02402 -3.78086
C -0.83580 -1.92311 -5.09138
H -1.63904 -1.20288 -5.28789
C -0.28826 -2.69459 -6.12561
H -0.67332 -2.57703 -7.13769
C 0.76172 -3.58536 -5.87954
H 1.21408 -4.15781 -6.69294
C 1.23588 -3.71317 -4.56920
H 2.07553 -4.37063 -4.34625
C 0.65553 -2.98178 -3.52762
H 1.00340 -3.11584 -2.50657
H -2.33903 -0.77967 -2.30412
Si 2.27353 1.21591 -1.65855
C 1.46566 -0.37858 -1.11477
C -0.00449 -0.47640 -0.88537
H -0.52758 0.44417 -0.56151
C -0.57365 -1.76510 -0.50133
H -1.65950 -1.94921 -0.48114
C 0.27459 -2.79456 -0.10938
H -0.16702 -3.67350 0.36946
C 1.64547 -2.67839 -0.27317
H 2.30073 -3.47122 0.09605
C 2.21543 -1.52304 -0.83965
H 3.30546 -1.48293 -0.96406
C 1.18249 2.60950 -1.04993
C 0.43236 2.43605 0.13086
H 0.78975 1.68453 0.84689
C -0.75016 3.16684 0.32404
H -1.48166 2.87347 1.08680
C -0.99735 4.27988 -0.48069
H -1.88443 4.89377 -0.31601
C -0.09575 4.62108 -1.49003
H -0.25838 5.51655 -2.08440
C 0.97907 3.78757 -1.79737
H 1.63291 4.01053 -2.64694
H 3.56627 1.36938 -1.08556
Cl 2.18728 0.04007 2.07970
N 1.13154 -1.50055 4.44390
C 1.53922 -0.59760 5.54501
C 0.65124 0.60107 5.76042
C 0.65670 1.59745 4.61706
N -0.39850 1.31386 3.61181
H 1.96359 -1.75027 3.90416
H 0.74207 -2.36985 4.80325
H 1.56474 -1.18299 6.47460
H 2.56424 -0.26414 5.34955
H -0.36841 0.27982 6.01435
H 1.03743 1.12804 6.64341
H 0.49858 2.60873 5.00926
H 1.60931 1.58648 4.08859
H -1.32185 1.27249 4.04224
H -0.42421 2.03860 2.89730

=====

[3]
77
Properties=species:S:1:pos:R:3 method="wB97M-V/def2-TZVPD" homo_energy_ev=-13.46 gap_ev=2.03 total_charge=+2 lumo_energy_ev=-11.4
In 1.08605 0.44721 -5.57689
C 0.63475 0.02251 -0.52698
C 0.57374 1.27304 -1.41342
O 0.82742 1.07577 -2.69839
H 1.68345 -0.26293 -0.48631
H -0.09747 -0.77113 -0.70176
H 0.19724 0.26209 0.45249
H 1.14022 2.10729 -0.97718
H -0.49083 1.62551 -1.29037
F 2.86104 7.11873 3.28775
C 2.70311 5.85432 2.93239
C 1.71803 5.54111 2.04405
C 1.42880 4.20944 1.74819
C 2.13318 3.23043 2.43480
C 3.18589 3.56713 3.31269
C 3.44418 4.88284 3.62585
H 1.21075 6.33376 1.50802
H 0.65986 3.93511 1.04097
H 1.81952 2.20533 2.27449
H 3.64397 2.70923 3.78594
H 4.26091 5.09870 4.29859
F -2.05251 -6.16439 1.14395
C -1.54593 -5.54486 0.08085
C -0.57778 -6.17776 -0.66047
C -0.09299 -5.60929 -1.83747
C -0.50395 -4.32105 -2.16516
C -1.45726 -3.65767 -1.37247
C -2.02510 -4.28237 -0.28401
H -0.19697 -7.15376 -0.38590
H 0.67418 -6.10938 -2.41003
H -0.10735 -3.79109 -3.02108
H -1.75803 -2.62884 -1.53247
H -2.87317 -3.95293 0.30528
F -0.98223 6.44217 -0.08015
C -1.72539 5.77308 -0.95475
C -1.25259 4.56902 -1.47155
C -1.98525 3.84954 -2.40946
C -3.20462 4.34769 -2.83506
C -3.68220 5.55767 -2.30134
C -2.95254 6.27618 -1.36286
H -0.31580 4.17856 -1.09079
H -1.71417 2.85629 -2.73959
H -3.75776 3.80575 -3.58873
H -4.60581 6.04662 -2.58280
H -3.28913 7.21764 -0.95168
F -5.18978 -2.53260 1.74218
C -4.30095 -1.56303 1.83859
C -3.58840 -1.05976 0.75059
C -2.61524 -0.10069 0.99715
C -2.47246 0.52105 2.24109
C -3.24670 0.05389 3.31225
C -4.04192 -1.05555 3.10135
H -3.72720 -1.42941 -0.25625
H -2.11045 0.25810 0.10831
H -2.04238 1.50917 2.35240
H -3.29454 0.66811 4.19932
H -4.59672 -1.42019 3.95957
C 4.62648 -2.49429 -3.64906
C 3.16481 -2.24447 -3.29019
O 2.42396 -1.66741 -4.06495
C 2.67135 -2.76708 -1.99265
H 5.10228 -3.27318 -3.05833
H 5.19819 -1.57442 -3.51763
H 4.64074 -2.77507 -4.70169
H 2.80928 -3.83028 -1.79050
H 1.62550 -2.48940 -1.86653
H 3.20930 -2.32776 -1.14238
C 1.09051 -1.80449 2.42455
C 1.26528 -3.33081 2.55040
O 1.21376 -3.85682 3.62879
C 1.50950 -4.12374 1.27929
H 2.03054 -1.43440 2.83781
H 0.27122 -1.53934 3.08911
H 0.91675 -1.53683 1.38637
H 0.89372 -3.69466 0.48700
H 1.36679 -5.18775 1.42141
H 2.55729 -3.88922 1.05546

=====

[4]
77
Properties=species:S:1:pos:R:3 method="wB97M-V/def2-TZVPD" homo_energy_ev=-9.28 gap_ev=9.46 smiles=Fc1ccccc1.Fc1ccccc1.Fc1ccccc1.Fc1ccccc1.c1ccncc1.CO.CO.CO lumo_energy_ev=0.2
F -3.26496 -3.93865 7.42875
C -3.12975 -3.14913 6.36215
C -4.09755 -2.20121 6.07145
C -3.92366 -1.29453 4.99465
C -2.72278 -1.31154 4.28951
C -1.77657 -2.24396 4.56055
C -1.97799 -3.18013 5.57314
H -4.96397 -2.14638 6.71387
H -4.57647 -0.45738 4.79607
H -2.52833 -0.57489 3.52404
H -0.81918 -2.22729 4.06101
H -1.30798 -3.97465 5.86680
F 0.38989 -2.77366 -4.80931
C -0.65903 -2.23896 -4.12798
C -1.41531 -1.27680 -4.80908
C -2.45675 -0.64676 -4.13559
C -2.73221 -1.00562 -2.81804
C -1.98712 -1.96511 -2.14341
C -0.89964 -2.56526 -2.78503
H -1.27308 -1.01883 -5.84813
H -3.03009 0.14109 -4.60140
H -3.58739 -0.50914 -2.38380
H -2.22905 -2.19701 -1.11671
H -0.28054 -3.27640 -2.25834
F -0.94511 -5.76683 2.47395
C -0.01754 -5.20589 1.65676
C 0.95104 -6.00262 1.04610
C 1.84533 -5.39411 0.11525
C 1.68664 -4.01985 -0.25547
C 0.63448 -3.26379 0.32020
C -0.17814 -3.86473 1.26614
H 1.03698 -7.05192 1.28693
H 2.63297 -5.95113 -0.37029
H 2.29604 -3.60321 -1.04378
H 0.44861 -2.24013 0.03042
H -1.06380 -3.35209 1.61141
F -4.45685 7.32731 -1.97384
C -3.40235 6.61273 -1.61248
C -3.49391 5.57405 -0.69828
C -2.41924 4.75820 -0.36843
C -1.26672 4.98315 -1.04007
C -1.06149 6.13780 -1.83050
C -2.15531 6.91620 -2.13713
H -4.40629 5.53847 -0.12149
H -2.48275 3.97189 0.36919
H -0.39502 4.41510 -0.75052
H -0.08075 6.33195 -2.23899
H -2.05830 7.72840 -2.84234
C 3.98012 -0.60822 -3.46005
C 2.62803 -0.40999 -3.71275
C 1.69334 -0.30751 -2.63785
N 2.04147 -0.54683 -1.33692
C 3.36296 -0.64175 -1.14303
C 4.37741 -0.62903 -2.11451
H 4.75570 -0.75594 -4.19698
H 2.19813 -0.21149 -4.68341
H 0.64430 -0.11803 -2.81109
H 3.66637 -0.72565 -0.10993
H 5.36975 -0.80999 -1.72861
C 3.03632 3.32679 -1.28908
O 2.61493 3.34647 0.09260
H 2.33243 3.87918 -1.91157
H 3.98635 3.83934 -1.44015
H 3.07855 2.32254 -1.71075
H 1.85870 2.76354 0.19216
C -0.48614 0.93361 0.77926
O 0.80292 1.29769 0.40877
H -0.49730 0.72881 1.84979
H -1.09460 1.80664 0.54326
H -0.82432 0.06540 0.21364
H 1.19123 0.54656 -0.04578
C 3.96993 1.74580 2.52649
O 3.66731 3.02947 2.97943
H 4.63383 1.81307 1.66463
H 4.52005 1.14525 3.25093
H 3.05859 1.25286 2.18801
H 3.03450 3.37450 2.34531

=====

[5]
79
Properties=species:S:1:pos:R:3 method="wB97M-V/def2-TZVPD" homo_energy_ev="-15.40 / -15.40" gap_ev="4.48 / 4.52" total_charge=+3 relative_energy_kj_mol=638.3 lumo_energy_ev="-10.9 / -10.9"
Ir -0.23251 -0.65539 0.37771
C 5.30052 -1.95444 1.65188
C 5.47434 -0.81996 0.62999
S 4.02383 -0.42650 -0.40853
C 3.22305 0.96151 0.45802
C 2.67689 0.57555 1.82703
S 1.87717 -1.06940 1.75577
C 1.99171 -1.54746 3.51890
C 3.29291 -2.32775 3.72168
S 4.83246 -1.42250 3.34076
H 6.27152 -2.43312 1.77595
H 4.58931 -2.69816 1.29855
H 6.21532 -1.13788 -0.10387
H 5.84072 0.09868 1.08822
H 2.42541 1.27484 -0.21946
H 3.93328 1.78164 0.55723
H 1.96226 1.30661 2.21110
H 3.49136 0.46974 2.53963
H 1.13637 -2.18817 3.74180
H 1.94699 -0.64937 4.13224
H 3.28483 -3.25305 3.15067
H 3.36808 -2.58172 4.77914
N -1.97423 1.24816 -1.12891
P -2.58763 -0.29256 -0.77958
C -4.37258 -0.20845 -1.04034
C -5.17767 0.49344 -0.14103
C -6.54210 0.51781 -0.36505
C -7.09562 -0.16708 -1.44234
C -6.28728 -0.87008 -2.32608
C -4.91806 -0.90295 -2.12195
C -2.33258 -0.34594 1.04720
C -2.53123 -1.61383 1.66108
C -2.39897 -1.75575 3.02606
C -2.05553 -0.65059 3.81779
C -1.85490 0.59254 3.24197
C -1.97802 0.75908 1.86206
P -0.28498 1.36958 -0.87452
C -0.08555 3.09172 -0.40157
C 0.29730 3.44430 0.89163
C 0.38969 4.78288 1.23749
C 0.09400 5.76045 0.29745
C -0.28345 5.40405 -0.99316
C -0.37412 4.07162 -1.35463
C 0.58844 1.11298 -2.42367
C 1.66090 1.93663 -2.77621
C 2.35713 1.68382 -3.94604
C 2.00464 0.60753 -4.74998
C 0.96013 -0.23502 -4.38169
C 0.25958 0.00690 -3.21602
H -2.46198 1.86011 -1.77545
H -4.74717 1.02168 0.70047
H -7.18029 1.07471 0.30802
H -8.16721 -0.15676 -1.59024
H -6.71675 -1.39527 -3.16805
H -4.27517 -1.45114 -2.80004
H -2.87125 -2.44712 1.05355
H -2.57100 -2.72129 3.48404
H -1.96204 -0.76567 4.88983
H -1.62339 1.44369 3.86878
H -1.89239 1.74615 1.42154
H 0.51795 2.67012 1.61929
H 0.69219 5.06448 2.23710
H 0.15782 6.80461 0.57203
H -0.50037 6.17381 -1.72157
H -0.65644 3.80083 -2.36539
H 1.94150 2.77908 -2.15709
H 3.18023 2.32558 -4.22919
H 2.54627 0.42243 -5.66798
H 0.69893 -1.07928 -5.00542
H -0.55032 -0.65026 -2.91994
N -0.89573 -3.99841 -1.55949
C 0.30893 -3.58375 -1.18302
O 0.52150 -2.43718 -0.74263
C 1.43124 -4.57032 -1.32051
I 1.93565 -5.22445 0.65604
H -1.68808 -3.38122 -1.48669
H -1.05682 -4.91770 -1.93925
H 2.31630 -4.09742 -1.73473
H 1.16478 -5.45498 -1.88842

=====

[6]
74
Properties=species:S:1:pos:R:3 method="wB97M-V/def2-TZVPD" homo_energy_ev=-9.49 gap_ev=6.53 total_charge=+1 smiles="CN(C)c1ccc(C(c2ccc(N(C)C)cc2)[C@H](C(=O)c2ccccc2)[n+]2ccc(N(C)C)cc2)cc1" relative_energy_kj_mol=275.5 lumo_energy_ev=-3.0
C -5.56145 -2.58225 0.83215
N -4.73525 -2.05678 1.90987
C -5.10954 -2.53257 3.23162
C -3.47578 -1.49525 1.66775
C -3.27231 -0.09403 1.67289
C -1.99078 0.45697 1.49823
C -0.92247 -0.35537 1.11832
C 0.38528 0.26098 0.61420
C 1.65032 -0.37693 1.29225
C 2.84284 0.35922 1.18925
C 4.08362 -0.20107 1.49196
C 4.19548 -1.48347 2.06878
N 5.41229 -2.09901 2.15437
C 5.69312 -3.13270 3.13726
C 6.39033 -2.03960 1.09102
C 2.97892 -2.03732 2.52581
C 1.73287 -1.48039 2.20468
C 0.34057 0.69437 -0.94957
C 1.63456 1.41494 -1.28601
O 1.84868 2.62368 -1.06339
C 2.79737 0.63589 -1.83380
C 4.08496 1.16312 -1.58819
C 5.22613 0.42718 -1.89933
C 5.09195 -0.82978 -2.50968
C 3.82548 -1.27942 -2.90066
C 2.67426 -0.55641 -2.56789
N -0.82284 1.53590 -1.58577
C -0.73614 2.87017 -1.85304
C -1.85121 3.63901 -2.16034
C -3.11795 3.04882 -2.22994
N -4.27213 3.75984 -2.37722
C -4.30141 5.20821 -2.63296
C -5.58516 3.13144 -2.26207
C -3.13167 1.62337 -2.11879
C -1.98344 0.89879 -1.90244
C -1.09647 -1.74214 1.18085
C -2.36077 -2.31187 1.39689
H -5.47584 -1.93224 -0.04816
H -5.28224 -3.60791 0.55549
H -6.60573 -2.59037 1.18102
H -4.69268 -1.87548 4.00051
H -6.20227 -2.52671 3.30375
H -4.76810 -3.56199 3.41859
H -4.14244 0.55116 1.85316
H -1.86532 1.53414 1.67832
H 0.42502 1.34147 0.84877
H 2.79059 1.41996 0.87147
H 4.97975 0.40830 1.28184
H 5.36956 -2.86448 4.14116
H 5.25838 -4.11462 2.87575
H 6.77702 -3.26454 3.15239
H 6.29181 -1.12855 0.51182
H 7.37698 -2.08544 1.55902
H 6.29774 -2.90289 0.42934
H 3.01378 -2.96226 3.11563
H 0.84340 -1.91079 2.69790
H 0.27308 -0.26991 -1.40275
H 4.17219 2.15393 -1.14519
H 6.20220 0.85164 -1.67212
H 5.97099 -1.43735 -2.67966
H 3.73256 -2.20045 -3.47663
H 1.68028 -0.87939 -2.91304
H 0.21690 3.36513 -1.81374
H -1.70758 4.69112 -2.33311
H -3.54491 5.52016 -3.35753
H -5.29857 5.45393 -3.03948
H -4.16703 5.81685 -1.70572
H -5.49247 2.05758 -2.40727
H -6.05476 3.33087 -1.29863
H -6.24283 3.53227 -3.06892
H -4.02984 1.02344 -2.21534
H -1.96278 -0.19504 -1.92957
H -0.23410 -2.41286 1.08470
H -2.46500 -3.39424 1.38919

=====

| no. | energy (eV) |
| --- | --- |
| 1 | -112181.166 |
| 2 | -70206.882 |
| 3 | -55947.321 |
| 4 | -52284.238 |
| 5 | -100809.462 |
| 6 | -41783.671 |